Molecular formula: C52H78F3O38
Method: DFT, wB97M-V/def2-TZVPD

As for the HOMO-LUMO gap: 7.73 eV. The calculation puts the energy at -5187.1483 a.u. The HOMO energy comes out at -6.694 eV. As for the LUMO energy: 1.041 eV. Its charge is -1.

Cartesian coordinates (Å):
C 16.126 -0.502 17.273
O 16.356 -1.937 17.224
O 15.059 -0.236 16.450
C 16.069 -0.140 18.781
F 15.206 0.845 19.145
F 15.743 -1.196 19.600
F 17.249 0.350 19.227
C 17.717 -2.362 17.319
C 17.704 -3.810 17.837
H 17.431 -4.428 16.979
H 18.664 -4.068 18.278
H 16.841 -3.913 18.495
H 18.262 -1.805 18.083
H 18.248 -2.354 16.365
H 17.046 -0.019 16.927
C 14.875 -3.990 23.538
C 14.695 -5.067 22.471
C 14.567 -4.420 21.106
O 15.474 -5.094 20.300
C 16.327 -5.763 21.024
O 17.455 -6.064 20.642
O 16.001 -5.680 22.301
H 14.776 -4.385 24.551
H 14.128 -3.202 23.442
H 15.894 -3.613 23.608
H 14.002 -5.868 22.723
H 14.848 -3.369 21.030
H 13.594 -4.537 20.631
C 20.475 -6.048 16.862
C 21.516 -4.947 17.080
C 22.143 -4.282 15.850
O 22.376 -2.969 16.355
C 21.519 -2.658 17.332
O 21.308 -1.556 17.762
O 20.965 -3.821 17.729
H 20.091 -6.453 17.800
H 20.946 -6.887 16.350
H 19.571 -5.717 16.350
H 22.361 -5.434 17.568
H 21.614 -4.396 14.904
H 23.136 -4.727 15.791
C 10.420 0.822 19.240
C 11.873 1.205 18.913
C 12.163 1.601 17.479
O 12.662 2.943 17.526
C 12.584 3.377 18.841
O 12.882 4.515 19.228
O 12.039 2.408 19.618
H 9.600 1.494 18.990
H 10.265 0.653 20.306
H 10.237 -0.155 18.790
H 12.631 0.515 19.283
H 11.289 1.519 16.834
H 12.986 0.974 17.133
C 15.461 1.848 13.828
C 15.066 2.856 14.910
C 16.118 3.107 16.023
O 16.381 4.542 15.912
C 15.541 5.092 15.011
O 15.468 6.283 14.810
O 14.807 4.154 14.402
H 15.911 1.006 14.353
H 16.288 2.301 13.276
H 14.747 1.548 13.062
H 14.169 2.454 15.382
H 17.068 2.596 15.866
H 15.690 2.815 16.981
C 16.590 -2.873 13.770
C 16.490 -1.464 13.240
C 17.763 -0.641 13.122
O 17.848 -0.454 11.724
C 16.706 -0.839 11.074
O 16.489 -0.845 9.891
O 15.896 -1.392 11.990
H 17.161 -3.435 13.026
H 15.561 -3.231 13.740
H 17.026 -3.083 14.744
H 15.834 -0.997 13.978
H 18.578 -1.310 13.405
H 17.776 0.230 13.774
C 13.377 -2.833 18.738
C 12.711 -2.217 17.529
C 12.841 -2.968 16.236
O 11.503 -2.983 15.722
C 10.665 -2.572 16.709
O 9.471 -2.598 16.586
O 11.320 -2.190 17.765
H 13.232 -2.428 19.738
H 14.447 -2.890 18.532
H 13.115 -3.894 18.727
H 13.037 -1.181 17.431
H 13.294 -3.959 16.278
H 13.532 -2.338 15.673
C 16.787 4.141 19.409
C 16.290 5.597 19.221
C 15.519 6.219 20.328
O 16.269 7.384 20.616
C 17.406 7.414 19.917
O 18.246 8.310 19.997
O 17.497 6.360 19.128
H 15.884 3.545 19.559
H 17.333 4.017 20.345
H 17.301 3.771 18.525
H 15.720 5.670 18.295
H 15.462 5.551 21.188
H 14.505 6.465 20.016
C 16.091 1.393 22.780
C 15.298 2.663 22.540
C 14.010 2.698 23.391
O 14.050 3.989 23.955
C 15.174 4.609 23.677
O 15.499 5.722 24.068
O 15.997 3.816 22.904
H 16.857 1.482 22.007
H 15.541 0.455 22.753
H 16.672 1.461 23.701
H 14.971 2.670 21.499
H 13.943 1.968 24.198
H 13.126 2.525 22.777
C 17.316 -8.053 17.857
C 16.052 -7.918 16.959
C 15.325 -6.565 17.074
O 15.358 -5.946 15.810
C 16.102 -6.698 14.957
O 16.259 -6.462 13.778
O 16.510 -7.833 15.592
H 17.589 -9.111 17.885
H 17.202 -7.903 18.931
H 18.156 -7.497 17.447
H 15.447 -8.817 17.058
H 15.791 -5.852 17.755
H 14.268 -6.654 17.327
C 19.909 -3.846 21.249
C 19.153 -2.523 21.096
C 17.823 -2.453 21.803
O 17.887 -1.225 22.490
C 19.070 -0.621 22.348
O 19.398 0.445 22.795
O 19.913 -1.482 21.690
H 20.322 -4.126 22.218
H 20.775 -3.895 20.588
H 19.258 -4.668 20.948
H 18.908 -2.431 20.037
H 17.698 -3.272 22.512
H 16.989 -2.400 21.104
C 21.950 1.980 21.357
C 21.426 2.159 19.924
C 19.885 2.333 19.862
O 19.791 3.503 19.068
C 20.996 4.143 19.021
O 21.106 5.236 18.493
O 21.959 3.394 19.487
H 23.024 2.066 21.519
H 21.723 0.977 21.724
H 21.361 2.548 22.077
H 21.737 1.426 19.179
H 19.384 2.446 20.825
H 19.441 1.409 19.489
C 21.417 -0.241 14.480
C 20.375 0.686 15.179
C 21.010 1.621 16.142
O 20.365 2.854 15.854
C 19.857 2.755 14.593
O 19.406 3.730 13.990
O 19.803 1.491 14.179
H 22.033 -0.903 15.088
H 22.097 0.423 13.946
H 20.886 -0.934 13.826
H 19.608 0.164 15.754
H 22.093 1.731 16.075
H 20.795 1.313 17.165

***

Molecular formula: C52H78N4O3Sr
Method: DFT, wB97M-V/def2-TZVPD

As for the HOMO-LUMO gap: 5.11 eV. The calculation puts the energy at -2503.7768 a.u. The HOMO energy comes out at -1.510 eV. As for the LUMO energy: 3.601 eV. Its charge is -2.

Cartesian coordinates (Å):
Sr -0.337 0.103 -0.108
C 4.538 4.529 3.236
C 4.757 4.407 1.728
C 4.205 5.678 1.066
C 6.270 4.333 1.473
C 4.062 3.178 1.146
C 3.358 2.252 1.909
C 2.700 1.186 1.317
C 2.132 0.068 2.161
N 0.687 -0.172 1.992
C -0.091 0.976 2.565
C -0.469 2.254 1.681
N -1.133 2.137 0.347
C -2.507 1.526 0.389
C -2.756 0.301 1.393
N -1.958 -0.955 1.165
C -1.386 -1.628 2.356
C 0.170 -1.424 2.592
C -2.761 -1.854 0.293
C -2.053 -3.026 -0.371
C -2.901 -3.909 -1.013
C -2.449 -4.912 -1.860
C -1.064 -5.026 -1.985
C -0.160 -4.193 -1.345
C -0.636 -3.089 -0.571
O 0.141 -2.180 -0.117
C 1.342 -4.287 -1.639
C 1.727 -3.125 -2.568
C 1.717 -5.606 -2.323
C 2.179 -4.190 -0.353
C -3.437 -5.659 -2.752
C -4.451 -6.445 -1.910
C -4.189 -4.629 -3.616
C -2.737 -6.639 -3.693
C -1.127 3.459 -0.308
C -1.717 3.413 -1.679
C -2.902 4.079 -1.947
C -3.476 4.054 -3.209
C -2.754 3.355 -4.184
C -1.564 2.677 -3.992
C -1.005 2.615 -2.656
O 0.014 1.952 -2.292
C -0.918 2.072 -5.254
C -0.610 3.214 -6.237
C -1.875 1.071 -5.918
C 0.394 1.335 -4.986
C -4.786 4.750 -3.571
C -5.783 3.731 -4.142
C -5.435 5.413 -2.357
C -4.534 5.838 -4.626
C 2.643 1.018 -0.113
O 1.867 0.139 -0.599
C 3.513 1.863 -0.884
C 4.139 2.911 -0.227
C 3.777 1.703 -2.387
C 5.288 1.541 -2.613
C 3.283 2.963 -3.116
C 3.087 0.488 -3.016
H 5.028 5.433 3.609
H 4.954 3.674 3.773
H 3.475 4.596 3.477
H 4.715 6.570 1.449
H 3.136 5.777 1.264
H 4.334 5.647 -0.016
H 6.781 5.209 1.887
H 6.486 4.287 0.405
H 6.689 3.436 1.934
H 3.318 2.334 2.992
H 2.344 0.250 3.228
H 2.630 -0.862 1.867
H 0.470 1.421 3.401
H -0.975 0.582 3.046
H 0.455 2.809 1.527
H -1.097 2.855 2.361
H -2.798 1.225 -0.632
H -3.234 2.272 0.736
H -3.820 0.060 1.283
H -2.679 0.689 2.405
H -1.555 -2.697 2.227
H -1.944 -1.324 3.250
H 0.708 -2.253 2.143
H 0.346 -1.410 3.681
H -3.186 -1.227 -0.497
H -3.605 -2.237 0.892
H -3.974 -3.752 -0.895
H -0.670 -5.803 -2.624
H 1.100 -3.124 -3.462
H 2.779 -3.210 -2.868
H 1.580 -2.165 -2.071
H 1.335 -5.662 -3.345
H 1.341 -6.472 -1.769
H 2.806 -5.683 -2.379
H 2.065 -3.212 0.108
H 3.236 -4.349 -0.594
H 1.873 -4.955 0.369
H -4.901 -5.806 -1.148
H -3.966 -7.282 -1.400
H -5.256 -6.843 -2.538
H -4.913 -4.071 -3.017
H -4.735 -5.128 -4.425
H -3.495 -3.900 -4.038
H -2.146 -7.377 -3.143
H -2.072 -6.117 -4.384
H -3.485 -7.177 -4.284
H -0.073 3.746 -0.365
H -1.662 4.183 0.330
H -3.367 4.628 -1.131
H -3.159 3.351 -5.193
H -1.514 3.740 -6.555
H -0.116 2.815 -7.130
H 0.058 3.945 -5.775
H -2.828 1.532 -6.193
H -2.070 0.237 -5.242
H -1.416 0.677 -6.831
H 1.131 1.990 -4.524
H 0.794 0.974 -5.941
H 0.244 0.491 -4.318
H -6.014 2.969 -3.395
H -5.370 3.218 -5.011
H -6.716 4.222 -4.441
H -5.623 4.687 -1.562
H -6.393 5.857 -2.644
H -4.804 6.205 -1.948
H -4.070 5.418 -5.519
H -3.858 6.599 -4.230
H -5.472 6.323 -4.922
H 4.742 3.584 -0.831
H 5.857 2.407 -2.267
H 5.491 1.407 -3.681
H 5.659 0.660 -2.083
H 3.871 3.844 -2.843
H 2.236 3.150 -2.866
H 3.357 2.829 -4.200
H 3.512 -0.444 -2.633
H 3.242 0.517 -4.100
H 2.022 0.467 -2.808
N -1.736 -1.289 -3.349
C -1.074 -0.846 -2.496

***

Molecular weight, respectively: 1368.15 894.84 g mol⁻¹.